1.
Formula: C5H12FN2
Source: the OMol25 dataset
Level of theory: the ωB97M-V functional and the def2-TZVPD basis

## Properties
Electronic energy ... -11070.1256 eV
Kohn-Sham gap ... 11.60 eV

Structure (ORCA input):
```
! RIJCOSX wB97M-V def2-TZVPD def2/J DEFGRID3
* xyz 1 1
C -0.79318 0.36196 -1.50585
C -0.19292 1.00479 -0.24551
C 0.22233 0.21462 2.10262
C 0.63061 -1.63342 -1.48878
C 0.94708 1.25005 2.46232
N -0.68553 -1.08169 -1.36243
N -0.62715 0.18725 0.91137
F 1.16008 -1.72272 -0.20684
H -1.84851 0.61841 -1.60152
H -0.26553 0.74704 -2.38771
H 0.89747 0.95799 -0.28425
H -0.50459 2.04318 -0.14499
H 0.19181 -0.70719 2.66047
H 0.61682 -2.64937 -1.89311
H 1.32685 -0.99975 -2.05709
H 1.55558 1.19529 3.34756
H 0.98150 2.18056 1.92088
H -1.38267 -1.58591 -1.89080
H -1.59779 0.40033 1.16295
H -0.63225 -0.78142 0.50070
*
```

2.
Formula: C5H12FNP
Source: the OMol25 dataset
Level of theory: the ωB97M-V functional and the def2-TZVPD basis

## Properties
Electronic energy ... -18867.2666 eV
Kohn-Sham gap ... 9.49 eV

Structure (ORCA input):
```
! RIJCOSX wB97M-V def2-TZVPD def2/J DEFGRID3
* xyz 1 1
C 0.94644 -0.37758 -0.68015
C 0.26596 -0.56713 -2.01008
C -1.47385 -0.04083 -0.64644
C -0.12508 -0.25975 0.40780
C 1.10931 0.48968 2.77632
N -0.85856 0.30529 -1.92757
F -0.41080 -1.36399 1.17894
P -0.07051 1.25472 1.58264
H 1.53847 -1.43135 -0.54056
H 1.72821 0.41562 -0.56816
H 0.89922 -0.38162 -2.95000
H 0.06751 -1.62342 -2.28517
H -2.00399 -0.94299 -0.77025
H -2.21933 0.76613 -0.36079
H 2.12107 0.38966 2.36900
H 0.60965 -0.37958 3.00285
H 1.14737 1.29117 3.55398
H -0.45427 1.28510 -1.71896
H -1.45007 0.29046 -2.79157
H -1.36674 0.88041 2.37816
*
```

3.
Formula: C5H12I2N
Source: the OMol25 dataset
Level of theory: the ωB97M-V functional and the def2-TZVPD basis

## Properties
Electronic energy ... -23059.3508 eV
Kohn-Sham gap ... 7.07 eV

Structure (ORCA input):
```
! RIJCOSX wB97M-V def2-TZVPD def2/J DEFGRID3
* xyz 1 1
C 0.33801 -1.65566 0.43799
C -0.07686 0.09409 2.38310
C -0.26657 -0.29765 0.83190
C 0.52474 0.69838 0.10415
C -1.65918 1.35462 -1.89936
N 1.52936 0.37471 -0.66693
I -0.46982 0.15162 -3.20944
I -3.27577 0.31032 -1.10247
H 0.33070 -1.95375 -0.64782
H 1.35400 -1.67882 0.65262
H -0.20580 -2.35895 0.93535
H -0.66384 0.96388 2.69965
H 0.99162 0.27054 2.47755
H -0.37227 -0.71919 2.99340
H -1.25195 -0.19551 0.47116
H 0.17051 1.69918 0.14507
H -1.80750 2.30517 -2.47732
H 0.80738 0.11276 -2.46962
H 1.85163 -0.56822 -0.68606
H 2.15162 1.09248 -0.97292
*
```

4.
Formula: C5H12N
Source: the OMol25 dataset
Level of theory: the ωB97M-V functional and the def2-TZVPD basis

## Properties
Electronic energy ... -6857.0792 eV
Kohn-Sham gap ... 6.37 eV

Structure (ORCA input):
```
! RIJCOSX wB97M-V def2-TZVPD def2/J DEFGRID3
* xyz 1 1
C -0.47065 -0.89799 -1.19346
C -1.39128 0.26238 -0.93475
C -1.52384 0.69418 0.53836
C -0.26374 1.55652 0.72553
C 0.92482 1.00404 0.80612
N 2.17084 -1.49879 0.74904
H -0.80254 -1.93073 -1.08303
H 0.37877 -0.65267 -0.48166
H -0.08778 -0.85561 -2.21174
H -2.36964 0.01970 -1.36074
H -1.08596 1.19944 -1.43852
H -1.45996 -0.07035 1.34640
H -2.47774 1.17976 0.70445
H -0.30018 2.63861 0.58242
H 1.78862 1.45517 0.24749
H 3.11982 -1.27315 0.46638
H 1.56678 -0.67321 1.01785
H 2.28367 -2.15731 1.51987
*
```

5.
Formula: C5H12N
Source: the OMol25 dataset
Level of theory: the ωB97M-V functional and the def2-TZVPD basis

## Properties
Electronic energy ... -6861.7064 eV
Kohn-Sham gap ... 9.57 eV

Structure (ORCA input):
```
! RIJCOSX wB97M-V def2-TZVPD def2/J DEFGRID3
* xyz 1 1
C -0.00511 -0.22044 1.34365
C 0.30833 -1.03009 0.09434
C 0.40057 -0.08591 -1.09523
C -0.76053 0.27682 -1.65473
C 1.72082 0.64543 -1.21100
N -1.49693 0.00131 1.53105
H 0.38102 -0.41884 2.34133
H 0.43092 0.76627 1.17186
H -0.28653 -1.94438 0.07035
H 1.33967 -1.34363 0.29474
H -1.48618 -0.51996 -1.80073
H -1.02774 1.20849 -2.12829
H 2.53604 -0.00479 -0.89359
H 1.79700 0.90430 -2.25571
H 1.77892 1.51342 -0.55008
H -2.00652 -0.24655 0.67696
H -1.91652 -0.48175 2.32761
H -1.70722 0.98031 1.73745
*
```

6.
Formula: C5H12N
Source: the OMol25 dataset
Level of theory: the ωB97M-V functional and the def2-TZVPD basis

## Properties
Electronic energy ... -6861.4861 eV
Kohn-Sham gap ... 10.86 eV

Structure (ORCA input):
```
! RIJCOSX wB97M-V def2-TZVPD def2/J DEFGRID3
* xyz 1 1
C -1.26210 1.12433 -0.40090
C -1.48339 -0.35370 0.04243
C -0.27118 -1.35251 0.16999
C 2.09907 -0.39959 0.04493
C 1.10656 -1.07124 -0.51535
N -0.07303 1.58705 0.42588
H -2.14964 1.65511 0.05321
H -0.97036 1.26922 -1.43422
H -2.03297 -0.14443 0.96977
H -2.09666 -0.87234 -0.71356
H -0.64885 -2.38011 0.08059
H -0.01636 -1.26785 1.22802
H 2.27850 -0.07576 1.06569
H 3.05764 -0.50422 -0.47846
H 1.23865 -1.64660 -1.43363
H 0.71246 1.09803 -0.05407
H 0.13723 2.59189 0.33943
H -0.25330 1.38644 1.40773
*
```

7.
Formula: C5H12N
Source: the OMol25 dataset
Level of theory: the ωB97M-V functional and the def2-TZVPD basis

## Properties
Electronic energy ... -6861.3178 eV
Kohn-Sham gap ... 8.76 eV

Structure (ORCA input):
```
! RIJCOSX wB97M-V def2-TZVPD def2/J DEFGRID3
* xyz 1 1
C -2.19769 -0.95561 0.52199
C -1.85833 0.35731 -0.13159
C -1.50240 0.62578 -1.42353
H -3.27835 -0.96641 0.68559
H -2.03267 -1.86308 -0.07704
H -1.64765 -0.98222 1.43954
H -2.07179 1.24180 0.46537
H -1.21421 1.66333 -1.71776
H -1.37132 -0.19365 -2.16291
C 2.62850 0.97127 -0.01669
C 1.34375 -1.01185 0.76572
N 1.45139 0.11158 0.16070
H 2.30124 1.97906 0.07726
H 2.86707 0.83170 -1.04850
H 3.37057 0.84707 0.75611
H 2.27629 -1.46331 1.14508
H 0.40297 -1.57112 0.83719
H 0.53262 0.37836 -0.27653
*
```

8.
Formula: C5H12N2
Source: the OMol25 dataset
Level of theory: the ωB97M-V functional and the def2-TZVPD basis

## Properties
Electronic energy ... -8357.7778 eV
Kohn-Sham gap ... 8.79 eV

Structure (ORCA input):
```
! RIJCOSX wB97M-V def2-TZVPD def2/J DEFGRID3
* xyz 0 1
C -0.36735 1.20367 0.16078
C 1.76736 0.23853 -0.26572
C -1.12856 -0.46120 0.20173
C 1.01728 -1.28468 0.48548
C -0.34830 -1.74596 0.04314
N 0.74706 1.10834 -0.68726
N -1.31629 2.16611 -0.30222
H 0.45756 0.95914 -1.64286
H -0.05404 1.38504 1.18825
H -1.88640 1.78528 -1.05205
H -1.93775 2.48553 0.42869
H 2.43324 -0.02501 -1.08206
H 2.30118 0.63457 0.59693
H -1.81391 -0.36012 -0.64198
H -1.67532 -0.36653 1.13359
H 1.07809 -1.09958 1.55538
H 1.79772 -1.98421 0.19458
H -0.33052 -2.09470 -0.99099
H -0.74102 -2.54423 0.67659
*
```

9.
Formula: C5H12N2
Source: the OMol25 dataset
Level of theory: the ωB97M-V functional and the def2-TZVPD basis

## Properties
Electronic energy ... -8358.6140 eV
Kohn-Sham gap ... 9.51 eV

Structure (ORCA input):
```
! RIJCOSX wB97M-V def2-TZVPD def2/J DEFGRID3
* xyz 0 1
C -2.15833 1.77177 0.25049
C -1.66041 0.90094 -0.89549
C -1.46694 -0.59517 -0.43200
C -0.37365 -0.81169 0.62922
N 0.89283 -0.16118 0.24904
C 2.12162 -0.69148 0.47087
N 3.12030 -0.51363 -0.30629
H -1.83117 1.36220 1.20115
H -3.22453 1.64147 0.46422
H -2.04041 2.79457 -0.07562
H -2.17812 0.78432 -1.84462
H -0.67137 1.23921 -1.23094
H -2.46192 -0.85247 -0.03819
H -1.21414 -1.22148 -1.27767
H -0.07928 -1.85061 0.71920
H -0.67884 -0.32839 1.57331
H 0.87808 0.56820 -0.44802
H 2.20310 -1.38385 1.30620
H 3.78585 -1.27487 -0.29803
*
```

10.
Formula: C5H12N2
Source: the OMol25 dataset
Level of theory: the ωB97M-V functional and the def2-TZVPD basis

## Properties
Electronic energy ... -8359.4670 eV
Kohn-Sham gap ... 9.78 eV

Structure (ORCA input):
```
! RIJCOSX wB97M-V def2-TZVPD def2/J DEFGRID3
* xyz 0 1
N 1.21763 -0.39845 -0.57587
C 1.10088 0.51203 -1.73548
C -0.16344 1.35512 -1.50521
C -0.88536 0.54440 -0.41494
C 0.24755 -0.01473 0.44583
C -0.23574 -1.23966 1.24999
N -0.71354 -0.89044 2.56602
H 2.16641 -0.45765 -0.22388
H 1.99195 1.12555 -1.84796
H 0.92892 -0.11731 -2.61222
H -0.68775 1.43870 -2.45247
H 0.10951 2.33355 -1.10756
H -1.69009 1.08954 0.07832
H -1.36064 -0.30740 -0.90591
H 0.61260 0.71161 1.17885
H -0.93877 -1.85444 0.68213
H 0.68369 -1.81158 1.39161
H -0.84210 -1.70876 3.14469
H -1.54172 -0.31007 2.64407
*
```

11.
Formula: C5H12N2
Source: the OMol25 dataset
Level of theory: the ωB97M-V functional and the def2-TZVPD basis

## Properties
Electronic energy ... -8357.6342 eV
Kohn-Sham gap ... 10.32 eV

Structure (ORCA input):
```
! RIJCOSX wB97M-V def2-TZVPD def2/J DEFGRID3
* xyz 0 1
C 1.13197 -1.69224 1.12271
C 0.67672 -0.35867 0.50199
C -0.12406 -0.54616 -0.83373
C -0.79702 0.76073 -1.49425
C -2.25581 1.39195 0.19028
N -2.09809 0.99010 -0.98306
N 1.74266 0.79874 0.53424
H 1.43669 -1.51693 2.18598
H 1.96299 -2.21489 0.50638
H 0.34003 -2.47749 1.06818
H -0.11921 0.12581 1.21233
H 0.34041 -1.05874 -1.67060
H -1.05402 -1.11434 -0.53157
H -0.17974 1.77039 -1.46059
H -0.91895 0.62664 -2.58906
H -1.48893 1.54188 1.05087
H -3.20894 1.62499 0.51725
H 2.17124 0.83432 -0.43856
H 2.44205 0.51393 1.11119
*
```

12.
Formula: C5H12N2
Source: the OMol25 dataset
Level of theory: the ωB97M-V functional and the def2-TZVPD basis

## Properties
Electronic energy ... -8356.2708 eV
Kohn-Sham gap ... 6.92 eV

Structure (ORCA input):
```
! RIJCOSX wB97M-V def2-TZVPD def2/J DEFGRID3
* xyz 0 1
C 0.67450 0.24849 -0.29506
C 0.93410 1.62071 0.24324
C -1.64557 0.31711 0.74631
C -0.62071 -0.39953 -0.11849
N 1.57186 -0.22115 -1.17030
N 0.23238 -1.35327 1.21895
C -1.12050 -1.04355 -1.25784
H 2.44588 0.25545 -1.31982
H 1.43670 -1.13611 -1.57425
H 0.88723 -2.01052 0.80387
H 0.65793 -0.93747 2.04924
H 0.21723 2.31842 -0.19240
H 1.94664 1.96624 0.03190
H 0.78711 1.63481 1.32215
H -2.46253 -0.37542 0.93916
H -1.25318 0.62303 1.71689
H -2.03574 1.19800 0.23327
H -0.50514 -1.33084 -2.09873
H -2.14820 -1.37439 -1.27812
*
```

13.
Formula: C5H12N2
Source: the OMol25 dataset
Level of theory: the ωB97M-V functional and the def2-TZVPD basis

## Properties
Electronic energy ... -8355.3667 eV
Kohn-Sham gap ... 9.83 eV

Structure (ORCA input):
```
! RIJCOSX wB97M-V def2-TZVPD def2/J DEFGRID3
* xyz 0 1
C 0.17880 0.38795 0.33404
C -0.41571 -1.89857 -0.77124
C -1.53643 -1.08155 1.33008
C 1.20152 2.40543 -0.71601
C -0.86851 -0.67843 -0.01687
N 1.68900 -0.05185 -0.54704
N 0.72450 1.08245 -0.80508
H 0.51818 0.79171 1.27874
H -0.36498 -1.55462 -1.79294
H -1.09710 -2.58128 -0.54206
H 0.48863 -2.22268 -0.45205
H -1.15979 -0.34234 2.12425
H -1.22544 -2.00126 1.56445
H -2.65014 -1.10146 1.26103
H 0.29162 3.03469 -0.67723
H 1.65063 2.82235 0.18987
H 1.93024 2.75467 -1.42606
H -1.66042 -0.15385 -0.44656
H 2.30541 0.38862 0.11069
*
```